[1]
ORCA calculation (the ωB97M-V functional and the def2-TZVPD basis) on C31H21FIrN5O2 as an isolated structure.

Calculated values
Kohn-Sham gap (alpha / beta) ... 4.65 / 5.70 eV
Spin multiplicity ... 5
Energy relative to the best compared isomer or geometry (same formula, charge and spin) ... 0.0 kJ/mol

Atoms and positions in Å:
O (3.81, 0.96, 0.20)
N (1.18, 0.58, -2.13)
C (-0.23, 5.64, 0.05)
C (3.82, -2.54, 2.61)
C (-2.42, -0.61, 3.78)
C (-1.98, -4.23, -2.01)
H (-3.50, -4.58, -3.48)
C (-2.85, -2.54, -3.45)
C (2.80, 0.51, -0.31)
H (0.67, -0.26, 2.52)
H (-4.22, -0.99, 2.70)
C (0.74, 1.04, -3.30)
C (-1.14, 3.40, 0.13)
C (-3.15, -0.83, 2.63)
C (-1.10, -0.64, 1.34)
H (-3.52, -2.20, -4.23)
H (4.18, -0.58, 1.82)
N (-1.14, -2.01, -1.89)
C (1.56, -2.64, 0.97)
C (-1.99, -1.63, -2.85)
C (3.01, 2.10, -2.25)
H (1.24, -4.61, 1.80)
H (4.68, -2.51, 3.26)
C (2.41, -1.48, 0.98)
C (-1.83, 3.74, 1.32)
H (-2.43, 2.99, 1.82)
O (-0.17, -4.77, 0.07)
C (-2.48, -0.84, 1.41)
C (-2.83, -3.86, -3.03)
F (-3.07, -0.59, 4.97)
H (3.10, 3.35, -3.99)
H (3.21, -4.51, 3.26)
H (3.91, 2.47, -1.77)
C (3.55, -1.46, 1.82)
C (2.56, 2.57, -3.47)
N (2.03, -0.53, 0.09)
C (2.30, 1.10, -1.62)
C (-1.70, 5.01, 1.85)
H (0.20, 4.14, -1.41)
H (-1.99, -0.58, -3.10)
H (-2.23, 5.25, 2.76)
C (-0.91, 5.97, 1.23)
C (-0.20, -3.62, -0.33)
H (1.01, 2.37, -4.95)
H (-0.53, -0.23, 4.68)
H (-0.82, 6.96, 1.65)
N (-1.30, 1.05, -0.91)
H (0.40, 6.39, -0.43)
C (-1.06, -0.40, 3.76)
C (1.40, 2.03, -4.01)
H (-0.19, 0.62, -3.67)
C (-0.33, 4.39, -0.50)
C (1.88, -3.75, 1.81)
C (-1.15, -3.27, -1.46)
N (0.54, -2.55, 0.09)
H (-3.06, -0.99, 0.51)
C (-1.25, 2.14, -0.42)
Ir (-0.09, -0.58, -0.45)
C (-0.40, -0.43, 2.53)
C (2.98, -3.68, 2.61)
H (-1.93, -5.23, -1.61)

Here are the natural (NBO) charges for atoms 1 to 8, given in e: O -0.578; N -0.457; C -0.210; C -0.175; C 0.385; C -0.197; H 0.226; C -0.240



[2]
ORCA calculation (the ωB97M-V functional and the def2-TZVPD basis) on C31H21N5O2S2Sn as an isolated structure.

Calculated values
Kohn-Sham gap ... 6.83 eV
Spin multiplicity ... 1
Energy relative to the best compared isomer or geometry (same formula, charge and spin) ... 18.2 kJ/mol

Atoms and positions in Å:
H (-6.61, -2.10, -1.05)
C (-0.30, 0.80, 0.77)
N (-0.58, 0.93, 2.10)
N (-1.36, -1.83, -1.17)
C (0.19, 0.38, 3.14)
H (4.09, 5.59, -0.46)
C (3.17, -4.19, -1.29)
C (3.82, 1.03, -1.31)
C (-2.75, -1.79, -1.14)
H (-2.19, 2.85, 1.27)
H (-1.44, 1.65, -3.41)
H (2.29, -1.10, 6.03)
C (3.46, 4.72, -0.61)
C (0.50, -3.43, -1.28)
C (0.86, -4.78, -1.11)
C (-2.81, 3.22, -0.74)
C (-1.67, 1.93, -2.38)
C (0.63, 0.15, 5.50)
C (2.19, -5.16, -1.12)
C (1.32, 3.69, -0.78)
H (-3.54, 3.97, -0.46)
C (-3.38, -3.03, -1.22)
H (-3.20, 3.38, -2.86)
N (0.62, 0.06, 0.28)
C (-0.12, 0.69, 4.46)
C (2.81, -2.86, -1.46)
N (-0.98, 1.31, -1.45)
H (1.59, 5.77, -0.36)
H (2.46, -6.20, -0.99)
C (1.26, -0.46, 2.87)
H (-3.09, 0.34, -0.91)
C (3.18, 2.39, -1.07)
C (-0.92, -3.05, -1.24)
C (-5.53, -2.02, -1.07)
C (-3.54, -0.64, -1.00)
O (5.04, 0.98, -1.32)
H (2.85, -1.63, 3.67)
C (-4.92, -0.77, -0.97)
H (0.10, -5.53, -0.94)
H (0.24, 3.75, -0.76)
S (-2.19, -4.27, -1.32)
C (2.01, -0.98, 3.90)
H (-5.23, -4.15, -1.26)
C (-2.62, 2.90, -2.08)
O (3.03, 0.02, -1.47)
H (-5.53, 0.12, -0.86)
C (4.02, 3.48, -0.87)
H (-0.96, 1.35, 4.67)
H (0.37, 0.40, 6.52)
C (2.08, 4.83, -0.56)
H (4.22, -4.48, -1.30)
H (3.59, -2.12, -1.59)
C (-2.06, 2.57, 0.23)
Sn (1.01, -0.35, -2.15)
C (-1.16, 1.60, -0.17)
S (1.67, -0.90, 1.20)
C (1.70, -0.68, 5.22)
N (1.85, 2.49, -1.03)
C (1.48, -2.45, -1.46)
C (-4.77, -3.17, -1.19)
H (5.09, 3.32, -0.93)
H (-1.37, 1.48, 2.36)

Here are the natural (NBO) charges for atoms 1 to 8, given in e: H 0.216; C 0.507; N -0.611; N -0.499; C 0.113; H 0.217; C -0.192; C 0.768



[3]
ORCA calculation (the ωB97M-V functional and the def2-TZVPD basis) on C31H21N5O6Pd as an isolated structure at a distorted geometry.

Calculated values
Kohn-Sham gap (alpha / beta) ... 5.67 / 5.65 eV
Spin multiplicity ... 1
Energy relative to the best compared isomer or geometry (same formula, charge and spin) ... 122.4 kJ/mol

Atoms and positions in Å:
H (2.94, 1.81, 5.80)
C (2.84, -0.11, 4.83)
O (0.98, -4.52, -7.75)
H (1.22, 2.81, 4.32)
H (3.58, -0.56, 5.47)
C (-2.15, 4.61, 0.20)
H (2.56, -1.90, 3.68)
N (-0.72, 6.51, -0.05)
O (0.34, 6.92, -0.48)
C (-0.04, 2.76, 0.19)
H (2.14, -3.71, -5.81)
N (-1.64, 0.98, 0.58)
C (-0.25, -2.85, 3.29)
C (2.56, 3.50, -0.06)
H (-3.02, -0.51, 0.85)
C (1.60, 4.48, -0.05)
N (-0.01, -3.92, -7.38)
H (-4.59, 3.46, 0.42)
H (-0.27, -2.19, 4.15)
H (2.24, -2.57, -3.57)
C (1.32, -2.60, -4.14)
C (-1.41, 2.29, 0.38)
C (-3.77, 2.75, 0.46)
H (-2.00, -2.71, -6.13)
C (0.32, -2.37, 2.09)
Pd (0.01, -0.54, 0.16)
C (-0.80, -4.95, 2.23)
C (1.52, 1.78, 4.18)
C (0.18, -2.01, -3.61)
H (0.90, -2.93, 0.10)
H (-2.95, 5.33, 0.20)
O (1.29, -1.35, -1.60)
C (-2.88, 0.56, 0.69)
C (2.48, 1.22, 5.01)
C (-0.89, 5.04, 0.08)
C (-0.78, -4.12, 3.35)
C (2.26, -0.87, 3.82)
C (0.07, -3.25, -6.05)
H (-1.21, -4.47, 4.29)
H (-0.21, -5.14, 0.18)
C (-3.99, 1.41, 0.61)
N (0.91, 1.81, 0.15)
C (0.23, -1.35, -2.27)
O (-1.09, -3.98, -7.92)
C (0.93, 1.02, 3.18)
C (0.24, 4.13, 0.07)
C (-1.08, -2.67, -5.55)
H (-4.99, 1.01, 0.69)
C (-0.24, -4.49, 1.05)
O (-1.65, 7.22, 0.28)
O (-0.84, -0.80, -1.83)
C (1.27, -3.23, -5.37)
H (3.61, 3.75, -0.15)
H (-1.22, -5.94, 2.28)
C (-2.45, 3.22, 0.34)
H (0.15, 1.44, 2.56)
H (-1.89, -1.57, -3.89)
H (2.89, 1.35, 0.01)
N (0.75, -1.06, 1.93)
C (2.16, 2.16, 0.03)
H (1.89, 5.51, -0.14)
C (-1.02, -2.04, -4.32)
C (0.35, -3.23, 0.98)
C (1.30, -0.31, 2.97)

Here are the natural (NBO) charges for atoms 1 to 8, given in e: H 0.211; C -0.193; O -0.371; H 0.206; H 0.211; C -0.134; H 0.219; N 0.535



[4]
ORCA calculation (the ωB97M-V functional and the def2-TZVPD basis) on C31H22MoN3O11P2S3 as an isolated structure at a distorted geometry.

Calculated values
Kohn-Sham gap (alpha / beta) ... 6.81 / 6.81 eV
Spin multiplicity ... 1
Energy relative to the best compared isomer or geometry (same formula, charge and spin) ... 172.9 kJ/mol
Charge ... +1

Atoms and positions in Å:
H (2.04, -0.47, -0.48)
C (0.25, 3.44, -2.51)
P (-1.20, -0.05, 1.61)
O (-0.45, 2.63, -0.47)
H (-2.46, -6.35, 1.66)
C (-2.10, -5.44, 1.18)
C (1.10, -2.98, -2.58)
C (-2.56, -3.39, 0.03)
C (0.63, 3.29, 2.96)
H (0.93, 1.88, 1.37)
N (2.66, 1.21, -4.28)
C (-1.19, -3.15, -0.07)
H (0.22, 5.60, -2.43)
O (1.80, 7.07, -3.48)
O (-2.95, 3.34, 0.85)
O (0.23, 1.14, -2.65)
H (1.53, 3.85, 2.73)
C (0.45, -3.38, 4.26)
C (-0.85, 1.47, 2.49)
C (-0.92, -3.23, 4.18)
C (0.30, 2.18, 2.19)
C (-0.73, -5.21, 1.07)
O (3.86, 1.30, -4.45)
P (-0.59, -1.65, -0.86)
C (1.84, 4.77, -3.60)
O (-5.04, 2.51, -0.19)
C (-1.66, 1.84, 3.57)
C (3.34, -1.48, -1.87)
O (-2.91, 1.43, -0.68)
H (-0.03, -5.92, 1.47)
C (2.31, -3.20, -3.21)
N (2.38, 6.10, -3.94)
O (3.36, 6.14, -4.65)
S (-1.89, -1.07, -2.35)
C (2.13, -1.25, -1.23)
H (2.39, -3.95, -3.99)
C (-0.18, 3.67, 4.01)
H (1.41, -0.93, 2.13)
H (4.21, -0.90, -1.60)
C (0.75, -1.58, 2.70)
S (-3.32, -0.31, 1.57)
C (3.43, -2.45, -2.86)
H (-3.27, -2.68, -0.40)
C (2.48, 3.65, -4.07)
C (-0.63, -1.43, 2.63)
O (-1.89, 3.92, -1.67)
C (-1.33, 2.95, 4.32)
C (-0.48, -0.14, 0.04)
C (0.82, 2.28, -3.00)
H (3.38, 3.75, -4.66)
C (-1.47, -2.25, 3.37)
H (-1.58, -3.87, 4.76)
C (1.97, 2.40, -3.78)
H (-1.96, 3.25, 5.14)
O (1.99, 0.21, -4.43)
H (-2.55, -2.12, 3.34)
H (-4.08, -4.73, 0.72)
C (1.29, -2.55, 3.52)
H (2.37, -2.66, 3.59)
N (-0.87, 3.20, -1.59)
H (4.37, -2.62, -3.36)
C (-3.01, -4.54, 0.65)
H (0.79, -3.88, 0.35)
C (1.01, -2.00, -1.59)
O (-3.91, 1.24, 1.54)
C (0.70, 4.70, -2.80)
Mo (-1.24, 1.04, -1.46)
S (-3.74, 2.30, 0.33)
H (0.88, -4.14, 4.91)
C (-0.27, -4.06, 0.45)
H (-2.56, 1.27, 3.80)
H (0.07, 4.55, 4.60)
H (0.22, -3.55, -2.87)

Here are the Löwdin charges for atoms 1 to 8, given in e: H 0.092; C -0.079; P 0.739; O -0.156; H 0.116; C -0.051; C -0.078; C -0.116



[5]
ORCA calculation (the ωB97M-V functional and the def2-TZVPD basis) on C31H22N3OReS3 as an isolated structure at a distorted geometry.

Calculated values
Kohn-Sham gap (alpha / beta) ... 5.92 / 6.21 eV
Spin multiplicity ... 2
Energy relative to the best compared isomer or geometry (same formula, charge and spin) ... 48.4 kJ/mol
Charge ... +1

Atoms and positions in Å:
H (-1.81, -6.26, -7.31)
C (-1.34, -0.79, 2.29)
H (4.06, -0.90, -2.89)
H (-6.00, 1.37, -3.91)
N (-0.88, 0.27, 1.61)
C (-1.98, -4.64, -2.31)
C (3.48, -0.10, -2.43)
C (-2.23, 0.91, -3.10)
H (-5.29, 0.86, -1.60)
C (-2.09, -0.65, 3.43)
H (-1.91, 1.29, -5.21)
C (-2.14, -5.84, -2.97)
H (2.10, -1.45, -1.46)
H (-2.10, 2.72, 3.57)
C (-0.15, 3.86, 1.76)
C (1.50, 4.02, 0.02)
H (3.29, 3.26, -2.12)
C (0.77, 4.61, 1.04)
H (-0.33, -6.43, -6.32)
Re (-0.42, 0.20, -0.50)
C (-4.56, 0.96, -2.40)
C (-1.41, -6.34, -6.31)
N (1.66, 0.52, -1.03)
H (1.37, -4.73, -1.81)
C (-2.02, -7.56, -5.65)
C (-3.98, 1.36, -4.70)
S (-0.57, 0.76, -2.74)
N (0.19, 2.08, 0.25)
C (3.06, 2.21, -2.00)
C (-0.71, -4.22, -1.91)
H (-3.12, -6.17, -3.28)
C (-0.42, -1.80, -0.84)
C (-1.12, 1.51, 2.09)
C (-3.18, 0.78, -2.10)
H (-4.30, 1.58, -5.71)
C (-1.03, -6.64, -3.25)
H (0.98, 5.63, 1.34)
O (-2.95, -8.16, -6.10)
C (-1.89, 1.72, 3.22)
H (2.31, 4.56, -0.46)
C (-0.54, -2.92, -1.31)
C (2.00, 1.82, -1.19)
H (-2.44, -1.54, 3.95)
H (-2.84, -4.01, -2.10)
C (2.41, -0.43, -1.63)
H (-3.00, 0.75, 4.78)
C (3.80, 1.23, -2.63)
S (-2.69, 0.45, -0.49)
C (1.21, 2.73, -0.34)
C (-4.95, 1.23, -3.68)
C (0.39, -5.04, -2.14)
C (-0.40, 2.56, 1.35)
H (-0.64, 4.27, 2.63)
H (-1.67, -5.45, -5.74)
C (-2.65, 1.20, -4.43)
H (4.63, 1.51, -3.28)
S (-1.23, -8.18, -4.12)
C (-2.39, 0.62, 3.90)
C (0.23, -6.25, -2.81)
H (1.08, -6.88, -3.01)
H (-1.11, -1.76, 1.87)

Here are the natural (NBO) charges for atoms 1 to 8, given in e: H 0.247; C 0.059; H 0.244; H 0.228; N -0.454; C -0.188; C -0.219; C -0.129



[6]
ORCA calculation (the ωB97M-V functional and the def2-TZVPD basis) on C31H22N5O3RuSSe as an isolated structure at a distorted geometry.

Calculated values
Kohn-Sham gap (alpha / beta) ... 6.99 / 5.43 eV
Spin multiplicity ... 5
Charge ... +1

Atoms and positions in Å:
C (-3.81, -4.67, 3.63)
C (-2.94, 4.31, -0.37)
H (1.58, -2.44, -0.98)
C (1.90, 0.60, -2.71)
H (0.97, -4.06, -2.73)
H (-0.50, -2.70, 3.55)
H (-0.87, -4.41, 5.30)
C (-3.52, 0.53, 1.95)
C (-1.65, 2.28, -0.38)
C (-1.43, -3.24, 3.60)
H (-1.02, -3.61, -4.17)
H (-4.72, -5.24, 3.64)
C (-1.73, 0.42, -1.95)
H (-3.69, 4.94, -0.82)
H (4.10, -2.06, 2.85)
N (0.02, -1.16, -1.38)
H (-0.96, 1.66, 4.62)
H (-2.91, 3.07, 4.11)
O (-0.64, -1.81, 1.17)
H (-2.50, 5.71, 1.19)
C (-2.42, -0.26, 2.26)
C (3.44, -1.20, 2.79)
H (-0.66, -0.49, 3.45)
C (0.87, 2.10, 2.27)
H (-2.26, -1.45, -3.82)
C (2.49, -1.15, 1.78)
C (-1.02, -0.88, -2.18)
C (1.79, 0.93, 2.48)
O (-2.63, 0.81, -2.67)
S (-2.14, -1.80, 1.33)
C (-2.26, 4.75, 0.76)
N (0.02, 1.87, 1.22)
C (-1.42, -1.73, -3.21)
C (-3.69, 1.73, 2.63)
C (-2.42, -2.98, 2.67)
C (-1.50, 0.14, 3.21)
H (-4.55, 2.35, 2.42)
C (0.72, -2.27, -1.60)
C (-2.83, -4.92, 4.58)
H (4.30, -0.16, 4.45)
C (-1.68, 1.34, 3.88)
H (2.76, 1.81, 4.15)
C (0.37, -3.18, -2.59)
Se (2.40, 1.46, -1.22)
H (-3.18, 2.74, -1.81)
N (1.58, 0.04, -3.67)
H (-0.71, 4.33, 2.19)
C (-1.26, 3.98, 1.33)
O (0.90, 3.09, 2.98)
H (-4.23, 0.21, 1.21)
C (-2.65, 3.08, -0.93)
C (-3.61, -3.70, 2.67)
C (3.55, -0.14, 3.67)
H (-4.36, -3.49, 1.93)
C (-0.72, -2.91, -3.40)
N (1.68, -0.10, 1.62)
Ru (0.24, 0.26, 0.15)
C (2.71, 0.94, 3.52)
H (-2.98, -5.69, 5.33)
C (-1.64, -4.21, 4.56)
C (-2.77, 2.14, 3.58)
N (-1.23, 1.06, -0.85)
H (2.37, -1.96, 1.08)
C (-0.94, 2.74, 0.78)

Here are the natural (NBO) charges for atoms 1 to 8, given in e: C -0.183; C -0.179; H 0.208; C -0.014; H 0.245; H 0.225; H 0.227; C -0.154



[7]
ORCA calculation (the ωB97M-V functional and the def2-TZVPD basis) on C31H23AuN4O2P as an isolated structure.

Calculated values
Kohn-Sham gap ... 8.12 eV
Spin multiplicity ... 1
Energy relative to the best compared isomer or geometry (same formula, charge and spin) ... 0.0 kJ/mol
Charge ... +1

Atoms and positions in Å:
C (-0.76, 0.48, -3.19)
H (1.89, -0.24, 3.40)
C (-0.38, 1.30, 2.97)
H (-3.19, 1.59, -1.02)
H (1.42, 2.55, 0.38)
H (6.05, -1.01, 2.87)
C (-1.60, 0.01, -2.43)
H (-2.24, -4.46, 2.99)
C (0.59, 3.72, 1.98)
H (5.72, -1.08, 0.45)
H (4.11, -0.59, 4.38)
H (4.63, -1.06, -1.34)
H (-1.02, 3.51, -5.33)
H (-0.37, 4.61, 3.67)
H (-5.91, -1.48, 0.22)
H (2.68, -0.59, -3.75)
H (-5.23, 0.90, 0.21)
O (1.15, 2.57, -3.21)
N (1.68, -0.21, -5.48)
C (3.65, -0.79, -0.95)
H (0.22, -4.61, 2.97)
C (3.98, -0.63, 3.30)
C (4.87, -0.90, 1.10)
C (-5.02, -1.18, -0.30)
C (0.85, 2.54, 1.30)
H (-1.23, 2.47, 4.55)
C (-0.16, 3.69, 3.15)
H (0.05, 4.52, -4.39)
O (3.34, -0.82, -3.08)
C (0.27, 2.55, -4.03)
C (2.73, -0.43, 2.75)
H (-4.55, -3.17, -0.96)
C (-0.27, -3.73, 2.59)
H (-0.75, 0.37, 3.37)
C (2.52, -0.47, 1.37)
N (-0.30, 3.60, -4.63)
C (-0.31, 1.13, -4.45)
C (-1.65, -3.65, 2.60)
C (-1.40, 1.20, -5.42)
Au (0.51, 0.06, -1.38)
C (5.06, -0.86, 2.47)
C (-3.50, 0.55, -1.00)
C (0.81, 0.38, -5.04)
C (-3.12, -1.75, -1.66)
C (0.37, 1.32, 1.80)
C (-4.63, 0.16, -0.31)
C (-4.26, -2.13, -0.97)
H (0.97, 4.65, 1.59)
C (-0.14, -1.54, 1.60)
P (0.80, -0.17, 0.87)
H (1.57, -2.75, 2.10)
H (-3.36, -2.44, 2.10)
C (-2.28, -2.51, 2.10)
N (-2.27, 1.26, -6.17)
C (3.61, -0.71, 0.52)
C (-0.65, 2.49, 3.64)
H (-2.03, -0.59, 1.19)
C (0.49, -2.68, 2.09)
C (-2.74, -0.40, -1.67)
H (-2.52, -2.48, -2.19)
N (2.76, -0.60, -1.84)
C (-1.53, -1.47, 1.58)

Here are the natural (NBO) charges for atoms 1 to 8, given in e: C -0.174; H 0.227; C -0.212; H 0.220; H 0.214; H 0.234; C 0.105; H 0.227